(1)
{"formula": "C37H40BrMoN5O4S3", "method": "ωB97M-V with the def2-TZVPD basis set", "species": ["Mo", "C", "C", "C", "C", "C", "C", "C", "C", "C", "C", "C", "C", "H", "H", "H", "H", "H", "H", "H", "H", "H", "H", "H", "H", "H", "H", "H", "H", "H", "H", "N", "C", "C", "C", "O", "O", "H", "H", "H", "H", "H", "H", "C", "O", "C", "C", "C", "Br", "C", "C", "C", "O", "C", "N", "C", "C", "C", "C", "C", "C", "N", "H", "H", "H", "H", "H", "H", "H", "H", "H", "H", "H", "S", "C", "S", "C", "N", "N", "C", "C", "C", "C", "C", "C", "S", "H", "H", "H", "H", "H"], "coordinates": [[0.4008, 1.4748, 0.9193], [1.5159, -2.6527, -0.9851], [1.8153, -1.3186, -0.3461], [2.5193, -0.2946, -1.0245], [2.9233, -0.5266, -2.4375], [2.7048, 0.9830, -0.4318], [3.3714, 2.0710, -1.2254], [2.5781, 1.1622, 0.9907], [3.4144, 2.1460, 1.7087], [1.9789, 0.0212, 1.6879], [2.1634, -0.0473, 3.1765], [1.4144, -1.0912, 0.9869], [0.5645, -2.0771, 1.7240], [2.4648, -3.2210, -0.9946], [1.1230, -2.6147, -2.0146], [0.7506, -3.2103, -0.3970], [2.5185, -1.4679, -2.7848], [3.9954, -0.7552, -2.5791], [2.6755, 0.3111, -3.1038], [4.3749, 1.6733, -1.5569], [3.4835, 2.9764, -0.6381], [2.8107, 2.3285, -2.1429], [3.1989, 3.2078, 1.3734], [4.4871, 1.9661, 1.4897], [3.2285, 2.1538, 2.7781], [2.9841, -0.7116, 3.4111], [1.3206, -0.4686, 3.7263], [2.4136, 0.9151, 3.6392], [0.0598, -1.5069, 2.5570], [1.1089, -2.8829, 2.2411], [-0.2817, -2.5424, 1.1117], [-1.0697, 1.7461, -0.3054], [-1.8188, 2.8524, -0.9273], [-1.0399, 3.6746, -2.0306], [-0.1210, 2.8740, -3.0374], [0.4045, 1.6752, -2.5958], [0.1830, 3.2184, -4.1760], [0.0489, 1.4061, -1.7346], [-1.6909, 0.9401, -0.1952], [-2.1723, 3.5172, -0.0771], [-2.7196, 2.4132, -1.4361], [-0.4037, 4.4133, -1.4977], [-1.7787, 4.1685, -2.6481], [-0.2954, -0.4962, -5.6351], [-0.3653, -1.3581, -4.5081], [-1.2182, -2.4294, -4.6735], [-1.3279, -3.1329, -5.8912], [-2.2508, -4.1886, -5.9035], [-3.0076, -4.7728, -7.4719], [-2.7638, -4.6901, -4.7198], [-2.5249, -4.0713, -3.4835], [-1.7596, -2.9465, -3.4719], [-1.4619, -2.2493, -2.3357], [-3.2275, -4.6266, -2.3236], [-3.6981, -5.8652, -2.3917], [-4.1832, -6.1950, -1.1162], [-4.6503, -7.3737, -0.5742], [-4.8578, -7.4227, 0.7973], [-4.7010, -6.3073, 1.6214], [-4.2163, -5.1151, 1.1017], [-3.9931, -5.0721, -0.2666], [-3.3356, -4.0300, -1.0531], [0.2425, -0.9984, -6.4536], [0.1834, 0.4507, -5.3738], [-1.2964, -0.2834, -5.9663], [-0.8728, -2.8354, -6.8072], [-3.4642, -5.5285, -4.7935], [-1.8423, -2.7424, -1.5583], [-4.8208, -8.2556, -1.2032], [-5.1629, -8.3571, 1.2116], [-5.0018, -6.4115, 2.6317], [-4.0879, -4.1898, 1.7270], [-3.7893, -3.1227, -1.0082], [1.3663, 6.2528, 1.7365], [0.6613, 5.0798, 2.7537], [-0.1067, 3.7396, 1.9132], [-0.2412, 2.8262, 3.4020], [0.0778, 3.4620, 4.4443], [0.7682, 4.6807, 4.0765], [1.5123, 5.3445, 5.0867], [2.1702, 6.5466, 4.7296], [2.6895, 7.3516, 5.7407], [2.5919, 6.9317, 7.0683], [1.9990, 5.7214, 7.3876], [1.4463, 4.8735, 6.3935], [-0.5779, 1.1057, 3.0314], [2.2918, 6.7417, 3.6652], [3.1483, 8.3151, 5.5476], [3.1226, 7.5073, 7.7906], [1.8515, 5.3945, 8.4143], [1.0764, 3.8428, 6.5130]], "forces_ev_per_a": [[-2.2, 0.3, 0.6], [-0.3, -0.4, 0.2], [-0.5, 0.6, -0.1], [-1.0, 0.3, 0.0], [0.8, -0.3, -0.6], [0.5, 0.0, 0.3], [0.4, -0.4, -0.8], [0.6, -2.9, -0.4], [0.5, 2.3, -0.3], [1.2, 0.5, 0.0], [-0.2, -0.2, 0.9], [0.6, 0.4, -0.2], [-1.8, 0.1, 1.1], [-0.5, 0.0, 0.0], [0.3, 0.3, 0.4], [0.9, 0.3, -0.4], [-0.6, 0.2, -0.4], [0.0, 0.6, 0.5], [-0.1, -0.4, 0.2], [-0.8, 0.6, 0.3], [0.2, 0.0, -0.1], [0.2, -0.2, 0.4], [0.3, -1.1, 0.3], [-0.5, 0.1, 0.3], [0.3, 0.0, -0.2], [0.6, -0.2, -0.2], [0.1, 0.2, -0.2], [-0.4, -0.5, -0.1], [0.3, -0.8, -0.8], [0.0, 0.2, -0.4], [1.3, 0.7, 0.7], [-0.1, -0.4, 0.1], [-0.5, 0.3, -0.6], [0.8, -1.0, 0.6], [0.5, -0.2, -1.5], [-0.1, 0.8, -0.7], [-1.0, -0.3, 2.9], [-0.4, 0.3, 0.1], [0.1, 0.1, -0.1], [0.3, -0.4, -1.3], [0.7, 0.4, 0.6], [-0.2, -0.2, -0.6], [0.0, 0.4, 0.0], [0.4, 0.0, -0.8], [-1.0, -0.8, 0.4], [2.2, 0.1, -0.9], [-0.9, 1.0, 2.0], [-0.6, -0.5, 1.5], [0.1, -0.3, -0.8], [-0.5, -0.6, -1.0], [-2.3, -2.4, 0.5], [1.6, 3.0, 0.8], [-0.8, -1.1, 0.0], [0.5, 0.0, -0.7], [-0.7, -0.7, 1.5], [1.4, 2.4, -1.5], [-0.4, -1.6, 0.3], [0.0, -0.2, -1.3], [0.1, 0.1, -0.9], [-0.1, 1.7, 0.0], [1.0, 0.8, 0.2], [-1.0, -1.3, 0.3], [0.0, 0.4, 0.2], [0.1, -0.4, 0.2], [-0.5, 0.2, -0.3], [0.3, 0.4, -0.3], [0.3, 0.4, 0.3], [0.6, 0.5, -0.8], [0.2, 0.4, 0.3], [-0.3, -0.4, 0.3], [0.1, 0.1, 0.9], [-0.1, -1.2, -0.6], [0.1, 0.1, 0.0], [-1.2, -1.1, 0.9], [2.1, -0.3, -0.3], [-0.6, -0.4, -0.3], [-0.8, -0.3, -0.6], [1.8, 0.7, 0.1], [-1.1, -0.4, -1.5], [-0.1, 1.1, 0.2], [0.0, -0.4, 0.4], [-0.3, -0.6, 0.0], [0.1, -0.4, -0.8], [-0.9, -1.3, -0.3], [0.7, 0.6, -0.1], [-0.4, 1.4, -0.2], [-0.1, 0.5, 0.8], [0.1, -0.2, -0.3], [-0.2, 0.4, 0.7], [0.5, 0.2, -0.1], [-0.1, 1.0, 0.6]], "total_charge": 2, "orbital_gap_ev": [5.91, 2.77], "homo_ev": [-12.082, -12.092], "spin_multiplicity": 3, "s2": 2.061}

(2)
{"formula": "C37H40Cl2FN6O4S2Ti", "method": "ωB97M-V with the def2-TZVPD basis set", "species": ["Ti", "C", "C", "N", "N", "C", "N", "S", "C", "C", "C", "C", "C", "N", "H", "H", "H", "H", "H", "H", "H", "H", "H", "H", "C", "C", "C", "C", "C", "C", "C", "C", "C", "C", "C", "C", "N", "C", "C", "C", "C", "C", "C", "F", "H", "H", "H", "H", "H", "H", "H", "H", "H", "H", "H", "H", "H", "H", "H", "H", "H", "H", "H", "H", "H", "S", "C", "N", "C", "C", "C", "C", "C", "C", "H", "H", "H", "H", "H", "C", "O", "C", "O", "H", "H", "H", "Cl", "C", "Cl", "C", "O", "O", "H"], "coordinates": [[-0.8897, -0.3441, 0.0921], [-1.1840, 3.2541, -2.9288], [-1.0730, 2.3670, -1.7098], [-1.0395, 1.1217, -1.7126], [-1.2658, 0.5368, -2.9926], [-1.9264, -0.6923, -3.1279], [-2.1775, -1.0079, -4.3912], [-2.3665, -1.5030, -1.7029], [-1.3256, 3.0848, -0.4393], [-0.5798, 4.2557, -0.1173], [-1.0810, 4.9899, 0.9414], [-2.1364, 4.4376, 1.6520], [-2.7557, 3.2375, 1.2523], [-2.2849, 2.5758, 0.2287], [-2.1613, 3.2805, -3.3961], [-1.0330, 4.3129, -2.6307], [-0.4737, 3.0576, -3.7586], [-1.5216, 1.2563, -3.6909], [-2.7905, -1.8172, -4.5813], [-1.9334, -0.3400, -5.1113], [0.2564, 4.5369, -0.7486], [-0.5827, 5.8105, 1.4274], [-2.5469, 4.8512, 2.6002], [-3.4973, 2.7946, 1.9029], [-0.8639, -4.2891, -3.2378], [0.1231, -3.6347, -2.3133], [1.3155, -4.5471, -2.2828], [0.7097, -2.3108, -2.7657], [0.9502, -2.0389, -4.1099], [1.7277, -0.9919, -4.5601], [2.1559, -0.0793, -3.5965], [1.7897, -0.2163, -2.1818], [2.4287, 0.6690, -1.1816], [2.1035, 2.2239, -1.3665], [3.9812, 0.4630, -1.2366], [1.0684, -1.3141, -1.7984], [0.5409, -1.4849, -0.4103], [1.1688, -2.4146, 0.4228], [2.4842, -2.8641, 0.4142], [2.9542, -3.7680, 1.3242], [2.0616, -4.4569, 2.2004], [0.7196, -4.1064, 2.1139], [0.3817, -3.0729, 1.2861], [-0.9936, -2.6692, 1.1805], [-1.0841, -5.2811, -2.9676], [-0.4440, -4.2665, -4.2830], [-1.7946, -3.7672, -3.1528], [-0.3614, -3.5436, -1.3460], [1.7921, -4.8291, -3.2045], [1.0718, -5.4540, -1.7782], [2.0295, -4.1838, -1.5013], [0.6720, -2.8031, -4.8624], [1.9434, -0.9190, -5.6784], [2.7697, 0.8347, -3.8019], [2.0505, 0.3412, -0.1854], [1.8654, 2.5958, -0.4381], [1.3604, 2.2356, -2.1623], [2.9442, 2.8000, -1.7390], [4.2737, 0.4616, -2.2745], [4.2681, -0.4642, -0.7377], [4.3705, 1.2790, -0.6955], [3.2018, -2.5552, -0.3500], [3.9836, -4.0225, 1.3124], [2.3256, -5.2465, 2.8893], [-0.0416, -4.6783, 2.6527], [-2.0070, 1.0540, 4.9685], [-1.4786, 0.1380, 3.6507], [-0.5096, 0.7409, 3.0294], [-0.1682, 2.0380, 3.5023], [0.7611, 2.9147, 3.0062], [1.0341, 3.9740, 3.8244], [0.3438, 4.1694, 5.0343], [-0.6877, 3.3942, 5.4652], [-0.8657, 2.2628, 4.6449], [-1.8468, -0.8494, 3.4074], [1.2843, 2.6912, 2.0501], [1.6262, 4.7786, 3.4783], [0.6036, 5.0035, 5.6584], [-1.2123, 3.6591, 6.4152], [1.6345, -1.1272, 3.1792], [1.4175, -0.0611, 2.1982], [0.1831, 0.1874, 1.8245], [0.1280, 1.0780, 0.7579], [1.9598, -0.6659, 4.1644], [2.4125, -1.7548, 2.7739], [0.6770, -1.5745, 3.4345], [-4.0423, -2.2023, 3.0861], [-4.7958, -0.8184, 2.2006], [-5.2973, 0.4092, 3.3574], [-3.9426, -0.1186, 1.1127], [-4.5240, 0.5710, 0.3147], [-2.6976, -0.3015, 1.1009], [-5.6240, -1.2777, 1.7058]], "forces_ev_per_a": [[-1.3, 0.1, 0.6], [0.9, 1.0, -0.5], [-0.4, 2.4, -0.6], [-0.9, -3.1, -1.1], [-0.1, 0.3, -0.4], [0.6, 1.8, 1.9], [-0.9, -0.9, 0.2], [-0.2, -0.1, -1.1], [3.1, 1.6, -1.1], [-1.4, -0.5, -0.5], [0.5, -0.8, 1.0], [-1.8, -0.6, 1.0], [1.3, 1.5, 1.5], [-2.0, -1.4, 0.4], [-0.6, -0.4, 0.2], [0.1, -0.7, -0.1], [-0.1, -0.2, 0.6], [0.4, -0.9, 0.5], [0.7, 0.9, 0.0], [-0.1, -0.5, -0.1], [0.0, 0.1, 0.3], [0.2, 0.5, -0.5], [0.6, 0.2, -0.9], [-0.3, -0.2, -0.3], [0.4, 1.5, -1.7], [0.5, -0.1, -0.9], [1.3, -0.3, 2.9], [-0.8, 1.2, 0.1], [0.1, -2.1, -0.2], [0.3, 1.4, -0.5], [-0.2, 0.8, 1.3], [1.0, -0.1, -2.5], [0.7, 1.0, 1.0], [1.1, -2.7, -2.3], [-1.8, -0.7, 0.2], [-1.2, -1.5, 0.6], [2.0, -0.1, -1.7], [0.4, 0.5, -1.4], [1.1, 0.8, -0.9], [-1.3, -1.5, 1.3], [0.0, 1.0, -0.9], [-0.1, -0.7, 0.5], [-3.2, -0.3, 0.6], [1.2, -0.5, 0.5], [0.1, -1.4, 0.4], [-0.8, -0.2, 0.9], [-0.7, 0.4, -0.5], [0.3, 0.1, 0.2], [0.1, 0.4, -0.5], [-0.7, -1.2, 0.1], [0.1, 0.1, -1.3], [0.0, 0.6, 0.6], [-0.1, 0.1, 1.8], [-0.6, -1.1, -0.2], [0.5, 0.5, -0.7], [-1.2, 1.1, 1.9], [-0.4, 0.7, 0.4], [0.4, -0.2, -0.1], [0.5, 0.1, -0.1], [0.1, 0.0, -0.2], [1.0, 0.9, 0.5], [-0.4, 0.4, 0.2], [0.8, -0.3, 0.0], [0.4, 0.1, -0.1], [0.2, 0.5, -0.1], [-1.0, -1.1, 0.4], [0.2, 0.4, 0.6], [-0.1, 1.0, -1.5], [-0.4, -2.3, -0.2], [1.4, -0.2, -1.1], [-0.9, 0.2, 0.0], [0.2, 0.9, 0.2], [0.3, -0.3, 0.1], [-1.3, 1.3, 1.9], [0.0, 0.1, -0.2], [-0.5, 0.4, 0.9], [1.0, 0.4, -0.2], [0.2, 0.4, 0.0], [0.3, -0.7, -1.1], [-0.2, 2.1, 1.1], [3.0, -1.2, 1.0], [-2.4, 1.2, -2.0], [-0.1, -0.6, 1.7], [0.0, -0.3, -1.2], [-0.2, -0.4, 0.2], [0.2, -0.6, -0.4], [0.1, 0.4, -0.3], [0.8, -0.3, 0.1], [-0.2, 0.1, 0.1], [-0.6, 0.1, -0.6], [-1.2, 0.2, -0.1], [3.0, -1.0, 0.6], [-0.7, 0.1, -0.1]], "total_charge": 1, "orbital_gap_ev": 7.64, "homo_ev": -10.401}

no.,electronic energy (eV)
1,-159043.0968
2,-128691.3732